No. 1
{"formula": "C3HBr3O2", "method": "wB97M-V/def2-TZVPD", "symbols": ["C", "C", "C", "O", "O", "Br", "Br", "Br", "H"], "xyz": [[-0.34388, -0.76544, 0.54705], [1.76153, 0.53984, 0.67601], [-1.30790, -0.02934, -0.35264], [-0.42806, -1.83187, 0.94491], [1.73311, 1.67314, 0.89093], [3.15679, -0.56133, 0.08717], [-0.86662, -0.30663, -2.21133], [-1.39344, 1.82019, -0.12582], [-2.31154, -0.53856, -0.45628]], "nbo_charge": [0.566, 0.357, -0.544, -0.439, -0.492, 0.056, 0.080, 0.145, 0.272], "multiplicity": 1, "e_tot_ev": -217346.0247, "relative_energy_kj_mol": 196.5, "mol_weight_g_mol": 308.75}

---

No. 2
{"formula": "C23H52BF4N6O8S2Si2", "method": "wB97M-V/def2-TZVPD", "symbols": ["C", "C", "C", "N", "C", "S", "O", "C", "C", "O", "N", "O", "B", "O", "O", "C", "C", "C", "C", "C", "O", "C", "O", "O", "C", "S", "C", "C", "N", "N", "N", "C", "F", "F", "C", "F", "F", "H", "H", "H", "H", "H", "H", "H", "H", "H", "H", "H", "H", "H", "H", "H", "H", "H", "H", "H", "H", "H", "H", "H", "H", "H", "H", "H", "H", "H", "H", "H", "H", "H", "H", "C", "Si", "C", "C", "N", "Si", "C", "C", "C", "H", "H", "H", "H", "H", "H", "H", "H", "H", "H", "H", "H", "H", "H", "H", "H", "H", "H"], "xyz": [[6.25006, -2.22486, 3.37193], [4.58725, -2.29758, 3.20779], [4.05070, -1.33918, 1.94570], [3.27352, -0.20913, 2.57943], [2.50177, 0.62126, 1.57933], [3.10576, 0.38511, -0.21988], [1.11889, 0.18994, 1.59350], [0.12638, 1.27060, 1.69661], [0.30446, 2.51286, 0.66113], [-0.50060, 3.72013, 0.95419], [-0.64337, 4.30892, -0.27623], [0.23863, 5.15531, -0.42283], [0.13487, 1.71246, 3.31540], [0.38037, 3.10982, 3.78381], [-0.05586, 0.71348, 4.42632], [0.85661, 0.99063, 5.54441], [-0.01711, 1.70598, 6.73586], [-1.30235, 0.47696, 1.28918], [-2.63547, 1.40689, 1.43766], [-3.08929, 2.06876, -0.03114], [-3.55477, 3.45032, 0.18499], [-5.01330, 3.47309, 0.41166], [-5.64843, 2.62936, 1.24425], [-1.26014, -0.74507, 2.06088], [-2.30537, -1.72832, 1.81797], [-3.06340, -1.82068, 0.13385], [-3.31949, -1.67301, 3.09316], [-4.89784, -1.89221, 2.84921], [-5.55224, -1.78255, 4.24791], [-5.61597, -0.82923, 2.02645], [-5.34988, -3.22662, 2.32251], [-1.46684, -3.17394, 1.99124], [-0.61325, -3.15668, 3.23749], [-0.49857, -3.20293, 0.85635], [-2.39051, -4.50608, 1.93212], [-2.68876, -4.90958, 3.33548], [-1.51253, -5.61089, 1.38841], [6.52480, -1.47191, 4.23748], [6.71599, -3.29012, 3.62062], [6.78988, -1.85129, 2.40326], [4.09601, -1.99094, 4.22471], [4.37059, -3.44334, 2.95128], [5.05497, -0.99045, 1.40277], [3.40325, -2.06667, 1.27534], [3.95564, 0.38831, 3.11921], [2.71883, 1.74352, 1.81622], [4.31162, 1.14199, -0.26481], [1.39512, 2.89646, 0.48361], [-0.07608, 2.12969, -0.40411], [-0.51450, 3.44007, 4.15091], [1.84962, 1.53852, 5.25756], [1.18749, -0.07259, 5.97438], [-0.17110, 2.85206, 6.54743], [-1.08417, 1.17649, 6.81201], [0.48897, 1.50377, 7.79672], [-1.15445, 0.30864, 0.11470], [-3.55590, 0.77783, 1.78742], [-2.54879, 2.32176, 2.16059], [-3.96097, 1.43232, -0.54055], [-2.21683, 2.09298, -0.81019], [-5.67500, 4.30819, -0.11635], [-2.96993, -0.64918, -0.61873], [-3.17731, -0.59858, 3.59370], [-2.96756, -2.43813, 3.93963], [-6.44570, -1.24361, 4.19201], [-5.72974, -2.77417, 4.59105], [-5.68671, 0.06883, 2.57874], [-6.59999, -1.16111, 1.82067], [-5.04939, -4.03735, 2.90066], [-5.19702, -3.35962, 1.30318], [-3.31596, -4.47754, 1.22195], [1.99523, -1.40885, -8.94222], [2.10795, -0.07837, -7.59845], [1.08948, 1.36640, -8.21228], [3.91138, 0.43446, -7.52330], [1.52290, -0.71418, -6.08000], [1.50871, 0.29955, -4.65590], [0.40261, 1.80351, -4.84522], [3.22493, 0.86544, -4.15233], [0.82295, -0.67349, -3.18301], [2.35341, -1.00579, -9.89288], [2.60186, -2.28082, -8.67945], [0.95789, -1.73356, -9.08165], [1.36214, 1.60800, -9.24267], [1.24927, 2.26821, -7.61954], [0.01988, 1.12583, -8.20373], [4.52716, -0.36578, -7.10157], [4.05359, 1.33742, -6.92768], [4.28273, 0.65188, -8.52949], [0.82462, 2.53671, -5.53453], [0.28163, 2.30281, -3.87926], [-0.59081, 1.51438, -5.20198], [3.91401, 0.01741, -4.09591], [3.18962, 1.33570, -3.16461], [3.63192, 1.60376, -4.84447], [1.44195, -1.54960, -2.97149], [-0.20291, -1.00039, -3.37455], [0.81627, -0.03885, -2.29105]], "mulliken_charge": [-0.889, -0.375, -0.388, -0.135, -0.550, -0.183, -0.084, -0.110, -0.022, -0.095, 0.145, -0.392, 0.709, -0.453, -0.408, -0.149, -0.915, -1.258, 1.210, -0.491, -0.291, 0.084, -0.448, -0.203, -0.017, -0.080, -0.416, 0.255, -0.634, -0.517, -0.599, 0.708, -0.300, -0.309, 0.526, -0.277, -0.328, 0.220, 0.261, 0.277, 0.239, 0.277, 0.222, 0.247, 0.265, 0.504, 0.126, 0.483, -0.052, 0.297, 0.212, 0.266, 0.188, 0.211, 0.312, 0.076, -0.691, 0.288, 0.453, 0.165, 0.292, 0.147, 0.074, 0.457, 0.302, 0.283, 0.276, 0.299, 0.281, 0.296, 0.125, -1.040, 0.207, -1.071, -1.075, -0.338, 0.181, -1.019, -0.904, -0.329, 0.267, 0.249, 0.251, 0.364, 0.338, 0.232, 0.233, 0.339, 0.367, 0.327, 0.288, 0.242, 0.224, 0.234, 0.329, 0.297, 0.259, -0.455], "multiplicity": 1, "e_tot_ev": -98977.7783, "charge": -1, "mol_weight_g_mol": 747.81}

---

No. 3
{"formula": "C29H41Cl2N5OP2Pt", "method": "wB97M-V/def2-TZVPD", "symbols": ["Pt", "C", "P", "C", "N", "C", "C", "C", "C", "C", "C", "N", "C", "P", "C", "C", "C", "C", "C", "C", "C", "C", "C", "H", "H", "H", "H", "H", "H", "H", "H", "H", "H", "H", "H", "H", "H", "H", "H", "H", "H", "H", "H", "H", "H", "H", "H", "H", "H", "H", "H", "Cl", "C", "C", "C", "Cl", "C", "C", "C", "C", "N", "C", "C", "O", "H", "H", "H", "H", "N", "C", "C", "N", "H", "H", "H", "H", "H", "H", "H", "H", "H"], "xyz": [[-0.50332, -0.55799, 0.91958], [1.63187, -1.05782, -1.90638], [1.07566, 0.17690, -0.67731], [0.15131, 1.31165, -1.77271], [0.77849, 2.14902, -2.56047], [0.02290, 2.84807, -3.43718], [0.63906, 3.79484, -4.29075], [-0.11803, 4.47604, -5.19497], [-1.51420, 4.24740, -5.29891], [-2.13647, 3.34263, -4.49267], [-1.37912, 2.62468, -3.53586], [-1.99995, 1.74624, -2.71715], [-1.25050, 1.13841, -1.82937], [-2.01388, 0.01947, -0.62294], [-2.54417, -1.39459, -1.63902], [-3.53204, 0.82975, 0.03761], [-4.69825, 0.68221, -0.94936], [-3.87301, 0.12809, 1.35597], [-3.25184, 2.31924, 0.27827], [2.61516, 1.03868, -0.11046], [2.20400, 2.39736, 0.47240], [3.60678, 1.21877, -1.26850], [3.29446, 0.18783, 0.96476], [2.07261, -0.58773, -2.78573], [0.77559, -1.65628, -2.21684], [2.37869, -1.70717, -1.44615], [1.70474, 3.95268, -4.19799], [0.34441, 5.20306, -5.84844], [-2.08497, 4.80553, -6.02820], [-3.19982, 3.15439, -4.54618], [-3.13809, -2.09711, -1.05336], [-1.66829, -1.89352, -2.05601], [-3.15556, -1.03894, -2.46968], [-5.01111, -0.35596, -1.06983], [-4.46157, 1.10316, -1.92530], [-5.54971, 1.23079, -0.54367], [-4.05671, -0.94149, 1.22069], [-4.79322, 0.56640, 1.74575], [-3.08944, 0.27351, 2.10065], [-3.14502, 2.85668, -0.66349], [-2.37284, 2.47779, 0.89883], [-4.11407, 2.73884, 0.80033], [1.80058, 3.05209, -0.29915], [3.08719, 2.87993, 0.89359], [1.46037, 2.29881, 1.26865], [3.14734, 1.67412, -2.14144], [4.06990, 0.27296, -1.55296], [4.40523, 1.87961, -0.92594], [2.69128, 0.09395, 1.86069], [4.23026, 0.67570, 1.24341], [3.54835, -0.81016, 0.59783], [-0.86165, 3.85917, 3.53994], [0.07625, 2.46991, 3.92307], [0.94153, 2.50728, 5.02402], [1.69880, 1.41515, 5.35589], [2.73267, 1.47277, 6.73738], [1.63724, 0.23244, 4.57712], [2.34610, -0.94682, 4.87117], [2.19840, -2.04609, 4.06729], [1.37552, -1.95628, 2.94046], [0.71014, -0.86966, 2.61540], [0.78931, 0.22688, 3.44391], [-0.04449, 1.34050, 3.11482], [-0.83579, 1.28149, 2.09090], [0.99288, 3.40920, 5.61718], [2.99049, -0.97276, 5.73879], [2.71269, -2.97079, 4.28363], [1.26108, -2.79650, 2.27039], [1.39979, -6.68676, -0.73124], [0.20513, -5.87255, -0.26867], [0.59616, -4.42176, 0.03287], [-0.54295, -3.59431, 0.37728], [1.13257, -7.65288, -0.93589], [2.13209, -6.71947, -0.01810], [1.81447, -6.29736, -1.58084], [-0.18162, -6.38209, 0.61306], [-0.53446, -5.93905, -1.06557], [1.09358, -3.97742, -0.83433], [1.32266, -4.40760, 0.84862], [-1.05806, -3.95847, 1.17144], [-1.18155, -3.51470, -0.40464]], "mulliken_charge": [2.456, -1.325, 0.184, -0.656, 0.055, 0.194, -0.554, -0.558, -0.591, -0.493, 0.269, -0.158, -0.042, 0.226, -1.546, 2.128, -1.758, -1.687, -1.817, 2.076, -1.896, -1.772, -1.828, 0.448, 0.299, 0.337, 0.488, 0.419, 0.418, 0.493, 0.373, 0.361, 0.503, 0.358, 0.289, 0.533, 0.311, 0.544, 0.220, 0.349, 0.176, 0.588, 0.391, 0.555, 0.318, 0.262, 0.359, 0.557, 0.388, 0.590, 0.320, -0.193, 0.692, -0.586, 0.747, -0.240, 0.232, -0.917, -0.796, 0.788, -0.213, 0.856, -1.876, -0.480, 0.501, 0.464, 0.455, -0.618, -0.290, -0.647, -0.621, -0.308, 0.379, 0.359, 0.350, 0.387, 0.398, 0.228, 0.383, 0.264, 0.145], "multiplicity": 1, "e_tot_ev": -87093.8721, "relative_energy_kj_mol": 257.8, "charge": 2, "mol_weight_g_mol": 803.61}